Molecular formula: C33H70Br24InO
Method: DFT, ωB97M-V/def2-TZVPD

Summary:
HOMO energy (eV): -4.37
Total energy (eV): -1723598.00985
Net charge: -1
Kohn-Sham gap (eV): 5.50
Molecular weight (g/mol): 2515.44

The geometry in XYZ format:
```
129
Properties=species:S:1:pos:R:3:forces:R:3:mulliken_charge:R:1
C -2.95651 -5.12378 -6.87109 1.2050 0.1915 0.0232 -1.630
C -1.68379 -4.63836 -6.19685 -1.0352 -1.3111 -0.2969 0.397
C -0.60901 -5.64992 -6.41007 0.6630 1.1480 -0.1344 -0.639
C 0.73537 -5.34132 -5.79833 -0.6874 -0.1625 0.6920 -0.616
C 0.75840 -4.34326 -4.67547 0.0760 -1.2050 0.1325 -0.557
C 0.86438 -4.97486 -3.31179 0.0116 2.0262 -0.5998 -0.433
C 0.70067 -3.87319 -2.29493 -0.1614 -1.4074 0.8276 -0.872
C -0.68698 -3.79477 -1.73064 -0.1494 0.5137 -1.3428 -0.795
C -1.60685 -2.82392 -2.43075 1.0126 1.1066 0.5252 -0.850
In -0.73822 -0.80630 -2.86488 -0.1578 -0.2494 -0.0221 1.240
O 0.36491 -1.02703 -4.65706 1.6562 -0.6099 2.4698 -0.880
H -3.36282 -4.37850 -7.48030 -1.0292 1.2657 -0.7821 0.414
H -2.70398 -5.91119 -7.52316 0.1909 -1.2061 -0.9637 0.397
H -3.65948 -5.49702 -6.19161 -1.2091 -0.4093 1.0362 0.404
H -1.44992 -3.68036 -6.54972 0.6798 1.4395 -0.3924 0.404
H -1.88986 -4.58319 -5.16944 -0.1253 0.4717 1.5632 -0.231
H -0.97426 -6.58728 -6.11824 -0.5706 -1.5124 0.7500 0.479
H -0.47256 -5.73588 -7.45467 0.1570 -0.2170 -1.4802 0.374
H 1.41490 -5.06371 -6.54909 0.9013 0.6445 -1.2396 0.540
H 1.12661 -6.25701 -5.41770 0.3897 -0.3862 0.3424 -0.356
H 1.63278 -3.77504 -4.77037 1.2417 1.1883 -0.2325 0.297
H -0.02998 -3.64308 -4.65361 -0.9495 0.7896 -0.3619 0.338
H 0.15259 -5.73526 -3.16816 -0.8280 -1.2692 0.2631 0.016
H 1.85531 -5.31231 -3.21086 1.2822 -1.2073 0.0558 0.437
H 1.06724 -2.96523 -2.68804 0.2400 1.2586 -0.4980 0.469
H 1.34956 -4.12694 -1.49854 0.9082 -0.1273 1.1849 0.403
H -1.10689 -4.76403 -1.84346 -0.4760 -1.3184 0.1866 0.354
H -0.66217 -3.61727 -0.69170 0.0874 0.5479 1.3750 0.423
H -2.02695 -3.23883 -3.30665 -0.3722 -0.5099 -1.2674 0.099
H -2.42793 -2.67780 -1.78342 -1.2784 0.3617 0.7536 0.216
H 0.41833 -0.27091 -1.62617 -0.0548 -0.3396 -0.1166 -0.550
H -2.04574 0.37073 -3.15721 0.1342 0.0041 -0.0612 -0.414
H -0.17491 -0.79005 -5.35309 -1.7298 0.7901 -2.3273 0.171
Br -7.04468 -1.16631 1.23086 -0.0830 0.0315 -0.0044 -0.188
C -5.24680 -1.87889 0.98417 0.1049 0.0547 0.2030 -0.623
C -4.39350 -0.94995 0.17164 0.0762 -0.0960 -0.4095 -0.289
Br -4.83885 -1.03462 -1.71576 -0.2060 0.1360 0.0938 -0.080
H -5.36060 -2.85449 0.53154 -0.0403 -0.0987 -0.1022 0.415
H -4.84480 -1.99150 1.98629 0.0056 0.0316 0.0881 0.405
H -3.34876 -1.24697 0.23227 0.0463 -0.0477 0.0274 0.328
H -4.49146 0.08719 0.47143 0.0343 0.0196 0.0734 0.070
Br 0.55174 5.02649 -4.34647 -0.0059 0.0650 0.0634 -0.194
C 1.97094 4.21180 -3.28619 0.0237 -0.0617 -0.2808 -0.574
C 1.68156 2.77250 -2.96684 -0.2236 -0.1172 0.1363 -0.446
Br 0.36079 2.61274 -1.55454 0.0016 0.4482 0.1131 -0.063
H 2.08657 4.82145 -2.40080 0.0007 0.0393 0.1393 0.331
H 2.86382 4.29179 -3.89999 0.0565 -0.0241 -0.0514 0.400
H 2.56813 2.28381 -2.58047 -0.0169 -0.0346 -0.0553 0.095
H 1.30547 2.21172 -3.81548 -0.0816 -0.0352 -0.0655 0.412
Br 2.72657 -0.31459 0.28942 0.0836 0.0942 -0.1271 -0.109
C 4.24295 0.62375 1.06732 -0.4226 -0.2901 0.0690 -0.605
C 4.05101 2.11176 1.00557 0.3949 0.1021 -0.0819 0.001
Br 4.36138 2.79127 -0.79444 0.1719 0.0866 0.1995 -0.115
H 5.12736 0.29236 0.53886 0.1328 0.0337 -0.0545 0.385
H 4.29467 0.29289 2.10057 0.0507 0.0762 0.1079 0.357
H 4.77726 2.62078 1.63217 0.0522 0.0366 0.0338 -0.211
H 3.05766 2.42059 1.29059 -0.2748 0.0102 0.0054 0.348
Br -11.26031 -5.95923 2.67857 0.0506 -0.0144 0.0546 -0.163
C -10.23467 -4.31773 2.90548 -0.2760 -0.0918 -0.1613 -0.618
C -9.34268 -4.05246 1.72648 0.2181 -0.1087 0.1496 -0.152
Br -7.77187 -5.19862 1.74619 -0.0120 0.0101 -0.0904 -0.111
H -9.68556 -4.41737 3.83119 0.1146 -0.0188 0.0964 0.369
H -10.97450 -3.53022 3.00673 -0.0441 0.0793 -0.0246 0.376
H -8.95586 -3.04245 1.76077 0.0530 0.1380 0.0442 -0.164
H -9.83795 -4.21497 0.77906 -0.1112 -0.0424 -0.0928 0.417
Br 6.84199 5.89500 0.95478 -0.0095 0.0072 0.0834 -0.132
C 8.26485 5.09145 2.01270 -0.1703 -0.0688 -0.5173 -0.351
C 7.97690 3.64780 2.31774 -0.0339 -0.0788 0.2527 -0.707
Br 6.63558 3.43433 3.72081 0.0757 0.0695 -0.1057 -0.152
H 8.37508 5.69357 2.89373 0.0262 0.1563 0.3717 0.133
H 9.15943 5.17642 1.40220 0.0656 -0.0739 -0.0243 0.363
H 8.86230 3.14672 2.69694 0.0951 0.0376 0.0246 0.376
H 7.60541 3.11622 1.45110 -0.0521 -0.0494 -0.1118 0.430
Br -5.19837 -7.65324 0.03337 0.0139 -0.0814 -0.0071 -0.144
C -6.58677 -8.27193 -1.18032 0.1071 0.2941 0.1463 -0.632
C -7.89902 -8.46877 -0.47322 -0.0498 -0.2838 -0.0700 -0.178
Br -7.90767 -10.10504 0.58343 -0.0021 0.0546 0.0436 -0.144
H -6.21797 -9.17736 -1.64182 0.0143 -0.1400 -0.0443 0.400
H -6.67457 -7.49382 -1.93204 -0.0565 0.0681 -0.0466 0.338
H -8.70350 -8.58931 -1.19205 -0.0295 -0.0091 -0.0877 0.337
H -8.13766 -7.65875 0.20205 0.0143 0.1148 0.0871 0.019
Br 9.41601 5.56818 5.57880 0.0254 -0.0282 0.1057 -0.118
C 10.50169 7.12734 6.00386 -0.2953 -0.0768 -0.2485 -0.394
C 11.48699 7.43018 4.90909 0.3031 -0.0006 0.2065 -0.479
Br 12.99576 6.20227 4.94581 -0.0496 -0.0133 -0.0767 -0.141
H 10.97631 6.93191 6.95499 0.1184 -0.0107 0.1022 0.408
H 9.79467 7.94403 6.11609 -0.0132 0.0871 0.0150 0.177
H 11.91892 8.41717 5.04785 0.0124 0.0715 0.0488 0.176
H 11.05378 7.36393 3.91911 -0.0997 -0.0332 -0.0838 0.393
Br -6.56833 3.02448 3.47231 0.0164 0.0367 -0.0306 -0.145
C -7.03812 3.62092 1.67879 -0.0476 -0.2065 0.1018 -0.555
C -6.50380 2.69513 0.61889 0.2300 0.1957 -0.1032 -0.068
Br -4.59092 2.91910 0.32041 -0.0958 -0.0112 0.1072 -0.115
H -6.67217 4.63398 1.58618 0.0913 0.1101 -0.0652 0.403
H -8.12337 3.62514 1.65458 -0.0819 -0.0201 -0.0076 0.338
H -6.96430 2.91287 -0.33967 -0.0665 0.0371 -0.0508 0.382
H -6.66542 1.65397 0.86704 -0.0093 -0.1058 0.0199 -0.213
Br 1.57293 6.03228 2.85076 0.0163 -0.0876 -0.0347 -0.159
C 0.16035 5.32746 1.70500 0.1442 0.2524 0.1337 -0.395
C -1.06315 4.97006 2.49275 -0.1664 -0.2217 0.0074 -0.366
Br -0.83389 3.29829 3.46448 0.0006 0.0313 0.0343 -0.111
H 0.57444 4.48484 1.17402 0.0858 -0.2027 -0.1506 0.132
H -0.05977 6.12157 1.00057 -0.0683 0.0753 -0.0709 0.376
H -1.90539 4.79910 1.82871 -0.0291 -0.0312 -0.0963 0.241
H -1.32791 5.72167 3.22514 0.0008 0.0789 0.1047 0.288
Br 1.28951 -8.62179 -5.85060 0.0338 -0.6330 0.0638 -0.116
C 0.81265 -9.71345 -4.31010 0.0888 -0.0796 -0.3743 -0.586
C -0.67290 -9.93527 -4.22240 -0.0969 0.1791 0.2974 -0.640
Br -1.60227 -8.36081 -3.55903 -0.0030 -0.0144 -0.0743 -0.134
H 1.21629 -9.21645 -3.43817 -0.0222 0.0927 0.1203 0.378
H 1.32680 -10.65838 -4.45777 -0.0046 -0.0950 0.0182 0.338
H -0.89690 -10.72067 -3.50701 0.0393 -0.0783 0.0508 0.380
H -1.11512 -10.18124 -5.17814 0.0077 -0.0296 -0.1486 0.361
Br -2.14742 5.91604 6.24850 0.0462 0.0210 0.0727 -0.149
C -2.79993 4.13370 6.67288 0.1863 0.1102 -0.2067 -0.500
C -4.17194 3.91579 6.10640 -0.1535 -0.0504 0.2216 -0.545
Br -5.53140 4.84118 7.14589 -0.0486 0.0306 -0.0249 -0.141
H -2.75912 4.03331 7.74886 -0.0815 0.0019 0.1364 0.421
H -2.09240 3.44848 6.21730 0.0447 -0.0226 -0.1060 0.244
H -4.44081 2.86498 6.14371 0.0178 -0.0934 0.0181 0.372
H -4.26513 4.27208 5.09038 0.0351 0.0249 -0.1460 0.262
Br 9.92427 11.05442 7.10801 0.0459 0.0492 -0.0171 -0.139
C 9.53944 11.80351 5.35286 -0.1402 -0.2336 0.2341 -0.592
C 10.11882 10.95461 4.25820 0.2417 0.2176 -0.2047 -0.434
Br 12.04389 11.20194 4.09879 -0.0344 -0.0696 0.0350 -0.118
H 9.92482 12.81322 5.34918 0.0893 0.1207 -0.0320 0.398
H 8.45695 11.82875 5.28184 -0.0854 -0.0280 -0.0422 0.353
H 9.71340 11.24418 3.29447 -0.0698 0.0449 -0.0617 0.370
H 9.94938 9.89765 4.41414 -0.0639 -0.1201 0.0489 0.157
```
Positions in Å, forces in eV/Å.